*A*
{
  "formula": "C6H8N2O",
  "method": "ωB97M-V with the def2-TZVPD basis set",
  "species": ["C", "C", "O", "H", "C", "H", "H", "C", "H", "H", "N", "C", "H", "H", "H", "C", "N"],
  "xyz": [[-0.460, 0.067, -0.046], [1.441, -1.375, -0.550], [0.388, 1.048, -2.054], [-0.992, 2.624, 0.074], [-1.579, -1.020, 1.409], [2.369, -0.918, -0.295], [1.255, -1.262, -1.814], [-0.156, 2.603, -0.354], [0.446, 3.022, 0.442], [-0.161, -2.750, 1.595], [-1.505, 0.182, 0.727], [-0.476, -1.767, 1.024], [1.533, -2.550, -0.279], [0.066, 3.063, -1.180], [-2.448, -1.192, 2.097], [0.084, 1.252, -0.928], [0.195, -1.028, 0.132]],
  "smiles": "CC(=O)c1nccn1C",
  "e_lumo_ha": 0.0305
}


*B*
{
  "formula": "C6H8N2O",
  "method": "ωB97M-V with the def2-TZVPD basis set",
  "species": ["O", "H", "H", "N", "C", "H", "C", "H", "C", "N", "H", "H", "C", "H", "H", "C", "C"],
  "xyz": [[-1.995, 0.453, -1.291], [1.366, -1.616, -2.433], [0.504, 0.530, 2.616], [-0.913, 0.079, -0.448], [-0.909, 0.516, 0.830], [-1.591, 1.271, -1.611], [0.390, 0.330, 1.523], [3.018, -0.599, -0.190], [-2.028, 1.037, 1.368], [2.580, -0.589, 0.717], [-3.046, 1.085, 0.871], [3.103, -1.151, 1.467], [1.348, -0.103, 0.723], [-1.935, 1.425, 2.353], [-0.452, -1.208, -3.086], [0.403, -1.045, -2.262], [0.158, -0.414, -1.147]],
  "e_lumo_ha": 0.0181
}


*C*
{
  "formula": "C6H8N2O",
  "method": "ωB97M-V with the def2-TZVPD basis set",
  "species": ["H", "C", "C", "C", "C", "H", "C", "H", "H", "H", "H", "C", "O", "N", "H", "H", "N"],
  "xyz": [[3.144, -0.833, 0.730], [0.414, -0.778, -0.228], [2.806, -1.001, -0.431], [-2.030, 2.646, -0.050], [0.345, -1.106, 1.298], [-0.416, -1.310, -0.823], [-2.361, 1.051, -0.244], [3.866, -1.360, -1.293], [-0.495, -2.041, 1.236], [1.577, -0.840, -2.449], [-0.991, 2.926, 0.538], [1.659, -0.877, -1.232], [-3.072, 3.317, -0.276], [-1.759, 0.035, 0.311], [-3.522, 0.915, -0.266], [1.131, -1.067, 2.338], [-0.297, 0.323, 0.841]],
  "e_lumo_ha": -0.0061
}


Relative stability in kcal/mol, measured from the most stable structure: *A* 0.0; *B* 84.6; *C* 177.1


*A*
{
  "formula": "CH3Cl3SSi",
  "method": "ωB97M-V with the def2-TZVPD basis set",
  "species": ["Cl", "Cl", "C", "Si", "H", "H", "Cl", "S", "H"],
  "xyz": [[3.693, 1.317, 0.480], [1.606, 0.269, -1.849], [-1.900, 0.140, 0.576], [1.901, 0.402, 0.181], [-2.142, -0.073, 1.596], [-1.728, 1.141, 0.240], [2.044, -1.519, 0.870], [-1.937, -1.166, -0.501], [-1.537, -0.512, -1.593]],
  "e_lumo_ha": [0.0038, -0.0726]
}


*B*
{
  "formula": "CH3Cl3SSi",
  "method": "ωB97M-V with the def2-TZVPD basis set",
  "species": ["Cl", "H", "Cl", "S", "C", "H", "Si", "H", "Cl"],
  "xyz": [[2.209, 0.992, 0.374], [-1.703, 0.210, -0.926], [1.073, -0.183, -2.653], [-1.253, 1.459, 1.156], [-0.902, 0.304, -0.107], [-0.283, 1.080, 2.077], [0.855, -0.304, -0.591], [-1.241, -1.379, 0.712], [1.244, -2.180, -0.044]],
  "e_lumo_ha": [-0.0209, -0.0208]
}


Relative stability in kcal/mol, measured from the most stable structure: *A* 5.1; *B* 0.0


*A*
{
  "formula": "C4H9N4OPS",
  "method": "ωB97M-V with the def2-TZVPD basis set",
  "species": ["S", "C", "H", "N", "H", "C", "N", "C", "N", "H", "H", "P", "H", "H", "H", "N", "C", "H", "H", "O"],
  "xyz": [[-2.030, 1.471, -0.868], [-2.116, -1.359, 2.621], [-1.818, -0.428, 3.087], [0.107, -0.642, -1.305], [-1.511, -2.192, 2.989], [2.020, 1.632, -1.726], [1.200, -0.765, -1.788], [-1.910, -1.128, 1.186], [1.619, 2.230, -0.533], [-1.717, -2.082, 0.531], [3.059, 1.979, -1.958], [-0.350, 0.631, -0.251], [1.276, 1.699, -2.604], [2.756, -0.029, -0.552], [-2.736, -0.608, 0.767], [0.795, 1.808, 0.300], [2.334, 0.107, -1.604], [-3.252, -1.567, 2.856], [3.009, -0.377, -2.340], [-0.735, -0.381, 1.194]],
  "smiles": "CCOP1(=S)N=NCCN=N1",
  "e_lumo_ha": -0.0429
}


*B*
{
  "formula": "C4H9N4OPS",
  "method": "ωB97M-V with the def2-TZVPD basis set",
  "species": ["H", "C", "H", "H", "N", "H", "N", "C", "S", "C", "P", "C", "N", "H", "H", "H", "H", "O", "H", "N"],
  "xyz": [[-2.598, 1.959, -1.609], [1.964, -1.184, -0.695], [1.289, -2.004, -0.526], [3.211, 0.197, 0.313], [0.981, -0.154, -1.107], [3.698, -1.652, 0.601], [2.571, -0.608, 1.866], [-3.173, 0.401, -0.172], [-0.840, 1.379, 2.123], [2.925, -0.900, 0.490], [-0.005, -0.284, 1.273], [-2.462, 0.839, -1.384], [0.286, 0.440, -0.243], [-1.427, 0.610, -1.400], [2.488, -1.427, -1.597], [-4.269, 0.581, -0.081], [-3.038, 0.194, -2.027], [-2.764, -0.411, 0.644], [-0.303, 2.333, 1.309], [1.466, -0.312, 2.223]],
  "smiles": "SP1N=NCCN=N1.CC=O",
  "e_lumo_ha": [-0.0142, -0.0142]
}


Relative stability in kcal/mol, measured from the most stable structure: *A* 0.0; *B* 20.3